14
Properties=species:S:1:pos:R:3:forces:R:3 method="wB97M-V/def2-TZVPD" lumo_energy_ha=0.0270 e_tot_ha=-307.62389 homo_lumo_gap_ev=10.437 homo_ev=-9.7034 max_force_ev_per_a=1.7
C -0.5473 1.8435 0.2994 -0.76 -0.25 -0.06
O 0.5186 0.9057 0.1607 -0.06 -1.16 -0.31
C 0.1579 -0.4398 -0.4730 0.41 1.21 0.27
C 1.3898 -1.3357 -0.4114 0.01 0.30 0.09
C -0.9832 -0.8086 0.4100 -0.57 0.20 0.17
O -2.0692 -0.2827 0.2655 -0.12 -1.68 -0.02
H -0.6233 2.5591 -0.5302 0.46 -0.09 0.14
H -1.4891 1.2708 0.3052 0.34 1.25 -0.06
H -0.5185 2.3470 1.2768 0.55 -0.07 -0.37
H -0.1715 -0.2487 -1.4993 -0.03 -0.01 0.16
H 2.2473 -0.6815 -0.5648 0.13 -0.10 0.01
H 1.5024 -1.8254 0.5633 -0.08 0.21 -0.11
H 1.4258 -2.1210 -1.1817 -0.33 0.38 0.17
H -0.7478 -1.3577 1.3378 0.05 -0.19 -0.07